(1)
Below is a molecular structure, C17H41F6HfO22S5, with properties calculated with wB97M-V/def2-TZVPD.

Geometry as XYZ:
```
92
Properties=species:S:1:pos:R:3:forces:R:3
Hf -2.726 3.112 0.717 6.1 -8.7 -2.8
C 1.177 2.740 -1.895 0.9 0.4 0.6
F 0.227 2.104 -2.587 -0.1 -0.2 0.6
F 1.794 1.940 -1.022 -0.8 -0.4 0.0
F 2.117 3.109 -2.747 -0.4 0.6 -0.1
S 0.472 4.220 -0.944 2.9 2.7 -2.8
O 1.466 4.620 0.000 -0.4 -0.4 -0.2
O 0.116 5.146 -2.011 -0.2 -1.5 1.6
O -0.698 3.642 -0.234 -5.0 -1.1 2.7
C -4.169 -0.412 3.547 1.4 2.0 0.2
F -4.965 -0.881 4.466 -0.1 -0.1 -0.2
F -2.986 -1.028 3.564 -0.3 -0.5 0.1
F -4.677 -0.497 2.334 -0.6 -0.4 -0.3
S -3.725 1.447 3.889 -0.4 -0.5 4.6
O -3.470 1.950 2.493 0.7 3.0 -4.2
O -4.858 2.055 4.543 0.4 -0.4 -1.5
O -2.508 1.469 4.665 -0.5 -0.4 -1.3
C -1.521 -1.260 -0.485 -0.7 0.6 -0.4
C -1.428 -0.234 0.646 -0.8 -2.2 1.3
C -0.031 -0.320 1.248 0.6 1.2 0.8
O -1.844 1.050 0.315 -1.6 5.4 -0.1
H -1.383 -2.239 -0.026 0.6 0.0 -0.1
H -0.846 -1.037 -1.310 0.1 -0.3 0.0
H -2.551 -1.321 -0.848 0.0 0.3 -0.3
H -2.218 -0.646 1.287 0.4 0.3 0.8
H 0.124 0.381 2.076 -0.2 0.5 -0.3
H 0.708 -0.089 0.478 0.1 0.0 0.0
H 0.297 -1.224 1.765 -0.7 -0.6 -0.6
O 2.920 -2.870 -5.075 -0.5 0.1 1.2
S 2.179 -2.451 -3.913 0.4 0.5 -0.2
O 0.856 -2.982 -3.665 0.7 0.6 0.0
O 3.115 -2.732 -2.607 -0.7 -0.7 -1.9
C 2.742 -2.068 -1.418 0.3 0.2 1.6
C 2.960 -2.956 -0.179 -0.3 0.7 0.3
C 2.131 -0.597 -3.922 0.3 -1.8 0.5
H 1.681 -1.808 -1.400 0.0 0.2 -0.3
H 3.380 -1.181 -1.410 -0.3 0.2 0.5
H 2.852 -2.376 0.743 0.0 0.5 -0.5
H 3.964 -3.368 -0.089 -0.1 -0.4 -0.4
H 2.144 -3.669 -0.067 0.4 -0.6 -0.5
H 1.385 -0.313 -3.186 -0.1 0.2 -0.3
H 1.951 -0.318 -4.956 -0.2 0.2 0.1
H 3.119 -0.296 -3.577 0.0 0.2 -0.2
O 4.384 1.039 0.405 -0.4 -1.0 2.6
S 4.172 0.794 1.841 0.9 1.0 -1.8
O 3.123 1.540 2.495 0.2 -1.2 -0.1
O 4.047 -0.830 2.047 -0.4 1.2 -0.4
C 3.214 -1.327 3.103 0.2 0.4 1.9
C 3.980 -1.384 4.463 0.7 0.5 -0.5
C 5.717 1.052 2.719 -0.3 -0.9 0.3
H 2.844 -2.296 2.778 0.2 0.0 -0.1
H 2.379 -0.646 3.272 -0.2 0.0 -0.4
H 4.219 -0.372 4.797 -0.3 0.2 -0.2
H 4.963 -1.844 4.348 -0.2 -0.4 -0.1
H 3.501 -1.828 5.336 -0.4 -0.3 -0.4
H 6.522 0.851 2.017 0.0 0.6 0.0
H 5.788 0.266 3.470 -0.1 0.0 -0.1
H 5.725 1.979 3.287 0.0 0.3 -0.6
O -1.852 4.295 -4.195 -0.3 -0.6 0.3
S -1.392 3.211 -5.005 1.1 -0.8 -0.8
O 0.020 3.073 -5.295 -1.7 -0.1 0.2
O -1.927 1.822 -4.260 0.5 1.3 -0.3
C -1.227 0.624 -4.650 0.4 -1.9 0.9
C -2.108 -0.600 -4.297 -0.4 1.0 -1.0
C -2.362 3.206 -6.517 0.4 0.0 0.5
H -0.310 0.454 -4.092 0.1 0.9 0.1
H -0.926 0.699 -5.694 -0.4 -0.2 -0.1
H -3.043 -0.383 -4.821 -0.3 -0.6 0.1
H -2.312 -0.736 -3.236 0.2 0.5 0.1
H -1.688 -1.544 -4.640 0.2 0.2 -0.3
H -2.255 2.295 -7.101 0.2 -0.1 0.2
H -1.964 4.055 -7.069 -0.2 0.0 -0.1
H -3.398 3.343 -6.216 0.0 0.2 -0.1
O -4.680 0.821 -2.048 0.0 0.2 0.0
H -4.990 0.544 -2.917 0.0 0.1 0.0
H -4.865 0.060 -1.466 -0.1 0.0 0.0
O -5.711 -1.411 -0.710 0.1 -0.1 0.0
H -6.483 -1.798 -1.139 0.0 0.1 0.0
H -5.194 -2.167 -0.412 0.0 0.0 0.0
O -2.759 2.639 -1.679 -1.5 1.0 1.8
H -2.214 2.743 -2.485 0.4 0.4 0.3
H -3.578 2.187 -1.981 0.0 -0.7 0.0
C -0.189 -1.547 5.191 -1.7 1.2 0.5
C 0.560 -2.771 4.771 -0.2 -0.8 1.6
O 0.949 -3.278 6.062 0.7 -0.1 0.5
C 0.747 -2.356 7.064 0.8 -0.6 0.1
O 1.151 -2.465 8.177 -0.3 -0.2 -0.5
O 0.069 -1.321 6.579 0.7 0.4 -0.1
H -1.259 -1.749 5.251 -0.1 0.2 -1.0
H 0.041 -0.618 4.671 -0.2 -0.1 -0.2
H 1.441 -2.603 4.159 -0.2 -0.2 0.0
H -0.141 -3.528 4.424 0.4 0.1 -0.8
```
Positions in Å, forces in eV/Å.

## Properties
Orbital gap: 5.19 eV
E_HOMO: -12.669 eV
Charge: +1
ΔE to the lowest compared entry with this formula, charge and spin: 82.6 kJ/mol

Results of the Mulliken charge analysis, in e, for atoms 1 through 4: 1.71, 0.39, 0.10, -0.13

(2)
Below is C5H2ClFS in the gas phase, with properties calculated with wB97M-V/def2-TZVPD.

Geometry as XYZ:
```
10
Properties=species:S:1:pos:R:3:forces:R:3
C -2.288 -0.863 0.059 3.6 2.2 2.3
C -1.172 -0.645 0.663 -6.8 -1.8 -3.3
C 0.098 -0.352 1.170 2.6 1.9 0.1
S 0.776 -0.517 2.665 -1.2 -0.5 -0.7
C 0.963 0.396 0.169 2.7 -0.3 -2.2
F 2.281 0.815 0.685 -3.1 -1.1 -0.9
C 1.014 0.482 -1.240 0.5 1.3 3.9
Cl -0.457 0.423 -2.205 1.8 0.0 0.1
H -3.295 -0.653 -0.484 2.5 -0.9 1.3
H 2.080 0.915 -1.481 -2.6 -0.9 -0.7
```
Positions in Å, forces in eV/Å.

## Properties
Orbital gap: 7.37 eV
E_HOMO: -9.283 eV
ΔE to the lowest compared entry with this formula, charge and spin: 220.2 kJ/mol
Structure (SMILES): C#CC(=S)/C(F)=C\Cl

Results of the Mulliken charge analysis, in e, for atoms 1 through 4: -0.29, 0.01, 0.09, -0.16

(3)
Below is a molecular structure, C3H28AsF6O11, with properties calculated with wB97M-V/def2-TZVPD.

Geometry as XYZ:
```
49
Properties=species:S:1:pos:R:3:forces:R:3
As -0.444 0.283 0.908 0.5 0.4 -0.4
F 1.258 -0.154 0.870 -0.7 0.0 0.1
F -0.484 0.349 -0.853 0.1 -0.3 0.5
F -2.146 0.647 0.960 -0.1 0.0 0.0
F -0.453 0.271 2.662 0.1 -0.1 -0.6
F -0.049 1.967 0.916 -0.1 -0.6 0.2
F -0.820 -1.436 0.832 0.1 0.6 0.1
O -2.630 -0.215 -2.620 0.2 -0.2 -0.1
H -1.766 0.046 -2.254 -0.3 0.0 0.1
H -2.564 -1.169 -2.737 0.0 0.1 0.0
O 3.042 -2.306 0.995 -0.2 -0.4 0.2
H 2.117 -2.094 1.190 0.1 0.2 -0.1
H 3.309 -2.919 1.689 0.0 0.1 0.0
O 1.442 1.848 5.246 -0.2 0.0 0.1
H 0.961 2.615 4.920 0.1 -0.1 -0.1
H 0.889 1.090 5.001 0.2 0.0 0.2
O -3.616 -1.813 0.052 0.1 -0.1 -0.3
H -2.668 -1.607 0.092 -0.3 -0.1 0.2
H -3.967 -1.180 -0.586 0.1 0.1 0.1
O -5.539 0.280 1.731 0.1 -0.2 0.1
H -5.659 -0.617 1.402 0.1 0.1 0.0
H -4.739 0.229 2.285 -0.4 0.1 -0.1
O 4.987 -0.350 0.668 -0.1 -0.4 0.0
H 5.695 -0.918 0.354 0.0 0.1 -0.1
H 4.212 -0.944 0.777 0.4 0.2 -0.1
O -3.529 1.260 3.485 0.2 0.1 -0.1
H -3.942 2.112 3.662 0.0 -0.1 -0.1
H -3.043 1.388 2.656 0.1 0.0 0.1
O 3.292 1.694 1.471 0.1 -0.2 -0.2
H 2.568 1.060 1.337 0.4 0.4 0.1
H 4.074 1.254 1.086 -0.5 0.2 0.3
O -3.065 2.282 -1.286 -0.1 0.2 -0.1
H -2.899 1.577 -0.650 0.0 0.1 0.0
H -3.350 1.822 -2.082 0.0 -0.1 0.1
O -0.138 -0.831 5.159 0.0 0.3 -0.3
H -0.191 -0.519 4.235 -0.1 -0.4 0.3
H -0.987 -0.581 5.539 0.0 0.0 -0.1
C 1.309 -1.581 -4.168 -0.7 -1.0 1.9
C 1.905 -0.228 -4.467 1.2 -0.7 -0.8
C 1.417 0.893 -3.580 -0.4 0.1 -0.6
O 3.331 -0.290 -4.279 0.4 0.2 0.7
H 1.204 -1.743 -3.081 0.2 0.5 0.0
H 1.948 -2.439 -4.391 0.0 0.2 -0.8
H 0.274 -1.756 -4.474 0.2 0.2 -0.7
H 1.836 -0.073 -5.557 -0.8 0.6 0.3
H 1.940 1.806 -3.863 -0.1 0.1 0.1
H 1.590 0.707 -2.522 0.2 -0.2 -0.1
H 0.341 1.027 -3.715 0.0 0.1 0.0
H 3.750 -0.743 -5.012 -0.2 -0.1 -0.1
```
Positions in Å, forces in eV/Å.

## Properties
Orbital gap: 9.92 eV
E_HOMO: -7.441 eV
Charge: -1

Results of the Mulliken charge analysis, in e, for atoms 1 through 4: 2.16, -0.50, -0.46, -0.52

(4)
Below is 2 unconnected molecules or ions with the total composition C5H10N2O2, with properties calculated with wB97M-V/def2-TZVPD.

Geometry as XYZ:
```
19
Properties=species:S:1:pos:R:3:forces:R:3
H -0.923 -1.952 -1.055 -0.3 0.1 0.2
N -0.451 -2.062 -0.155 0.8 0.1 -0.5
C -0.646 -1.103 0.640 -2.6 0.1 0.9
C -1.781 -0.005 0.579 2.2 -1.4 -1.4
C -2.816 -0.185 -0.240 -0.2 -0.1 0.4
O -1.537 1.088 1.280 2.0 1.1 0.9
H -0.193 -1.180 1.632 0.2 0.2 -0.1
H -2.972 -1.123 -0.747 0.1 -0.1 0.0
H -3.596 0.553 -0.301 -0.1 0.2 -0.1
H -0.476 1.231 1.385 -2.5 -0.5 -0.3
C 1.283 1.192 -1.113 0.0 0.0 0.0
C 1.507 0.561 0.239 1.5 1.3 0.5
N 2.473 -0.382 0.295 -0.4 -0.1 0.1
O 1.057 1.053 1.286 0.0 -0.6 -0.5
H 2.246 1.366 -1.620 -0.4 0.0 0.3
H 0.727 2.121 -1.006 0.1 0.0 0.1
H 0.697 0.533 -1.730 -0.3 -0.4 -0.4
H 2.794 -0.841 -0.539 -0.1 0.0 0.0
H 2.609 -0.863 1.171 0.0 0.1 -0.1
```
Positions in Å, forces in eV/Å.

## Properties
Orbital gap: 9.28 eV
E_HOMO: -8.605 eV
ΔE to the lowest compared entry with this formula, charge and spin: 194.9 kJ/mol
Structure (SMILES): [H]/N=C\C(=C)O.CC(N)=O

Results of the Mulliken charge analysis, in e, for atoms 1 through 4: 0.26, -0.67, -0.30, 0.69

(5)
Below is a molecular structure, C7H15CrO4, with properties calculated with wB97M-V/def2-TZVPD.

Geometry as XYZ:
```
27
Properties=species:S:1:pos:R:3:forces:R:3
C 2.899 -0.601 -0.512 -1.9 -0.8 -3.7
O 1.768 -0.339 0.225 -2.1 0.1 0.7
C 1.746 0.476 1.425 1.5 0.7 0.6
H 2.256 -0.983 -1.678 3.3 0.4 4.0
H 3.535 -1.347 -0.012 0.0 0.1 -0.5
H 1.745 1.537 1.111 0.3 -0.3 0.3
H 2.641 0.217 2.019 -0.3 0.4 -0.1
Cr -0.024 -0.551 1.590 0.6 -0.3 -0.2
C 1.110 -1.279 -2.989 -0.9 -1.1 -4.4
O 0.200 -2.009 -2.271 1.0 1.1 1.2
C -1.127 -1.528 -2.269 -0.6 0.1 -0.1
C -1.387 -0.524 -1.163 0.0 0.4 -0.2
O -1.258 -1.102 0.128 -0.4 -0.5 -0.4
C -2.445 -1.660 0.706 -0.8 -0.2 0.1
C -2.019 -2.356 1.998 -0.1 -0.3 -0.1
O -1.169 -1.559 2.750 -0.1 0.3 -0.1
H 0.908 -1.451 -4.059 0.0 -0.8 -0.1
H 1.718 -0.390 -3.169 -0.6 0.8 2.4
H -1.776 -2.405 -2.151 0.2 0.1 0.0
H -1.372 -1.058 -3.237 0.1 -0.1 0.2
H -0.660 0.298 -1.211 -0.1 -0.2 0.0
H -2.395 -0.098 -1.276 0.2 -0.1 0.1
H -2.914 -2.365 0.004 0.1 0.1 0.1
H -3.143 -0.831 0.910 0.2 -0.2 0.0
H -2.948 -2.614 2.543 0.2 0.1 -0.1
H -1.541 -3.319 1.723 -0.1 0.2 0.0
H 3.413 0.327 -0.795 0.2 -0.2 0.2
```
Positions in Å, forces in eV/Å.

## Properties
Orbital gap (alpha / beta): 7.59 / 8.01 eV
E_HOMO (alpha / beta): -6.977 / -8.355 eV
Expectation value of S²: 8.77
Multiplicity: 6

Results of the Mulliken charge analysis, in e, for atoms 1 through 4: -0.44, 0.11, -0.75, -0.04

(6)
Below is a molecular structure, ClFO4Sr2, with properties calculated with wB97M-V/def2-TZVPD.

Geometry as XYZ:
```
8
Properties=species:S:1:pos:R:3:forces:R:3
Sr -2.656 -0.531 0.475 3.2 -0.5 1.3
Sr -2.839 2.992 -1.241 1.5 0.4 1.2
F -1.758 1.686 0.743 -2.5 0.0 -2.3
Cl 1.464 -0.752 -0.097 4.0 -6.9 6.7
O 2.323 0.105 0.627 0.2 2.8 -1.8
O 0.141 -0.558 0.496 -4.7 1.3 -0.8
O 1.475 -0.863 -1.481 -0.6 1.7 -2.5
O 1.851 -2.079 0.479 -1.1 1.0 -1.8
```
Positions in Å, forces in eV/Å.

## Properties
Orbital gap: 2.38 eV
E_HOMO: -13.589 eV
Charge: +2
ΔE to the lowest compared entry with this formula, charge and spin: 358.6 kJ/mol

Results of the Mulliken charge analysis, in e, for atoms 1 through 4: 1.80, 1.87, -0.81, 1.51